No. 1
21 unconnected molecules or ions with the total composition C26H62O21P in a non-equilibrium geometry, computed with ωB97M-V/def2-TZVPD.

- E_HOMO: -10.89 eV
- Electronic energy: -2948.9781 Eh
- Net charge: +1

Each atom is followed by the atoms it is bonded to, with distances in Å.
CARTESIAN COORDINATES (ANGSTROEM)
1 O -0.11673 -1.35294 1.00853  C2 1.385, H29 1.046
2 C 0.84243 -0.47157 0.53676  O1 1.385, C3 1.371, C24 1.462
3 C 0.40963 0.23284 -0.55633  C2 1.371, P28 1.783, H30 1.061
4 C 4.77005 -0.29333 2.03092  C8 1.360, C9 1.439, H31 1.067
5 C -3.51608 2.30053 2.55049  C10 1.378, C11 1.429, H32 1.125
6 C -2.76466 -3.98770 -1.77498  C12 1.474, C13 1.424, H33 1.046
7 C -1.84057 2.67308 -5.05758  C14 1.416, C15 1.376, H34 1.088
8 C 4.57847 -0.18455 0.68901  C4 1.360, C16 1.348, H35 1.024
9 C 3.71105 -0.65875 2.93443  C4 1.439, C17 1.400, H36 1.117
10 C -3.53372 0.93902 2.33617  C5 1.378, C18 1.428, H37 1.080
11 C -2.87378 3.15202 1.59917  C5 1.429, C19 1.366, H38 1.051
12 C -1.30652 -3.77192 -1.73962  C6 1.474, C20 1.398, H39 1.070
13 C -3.70158 -2.91683 -1.83871  C6 1.424, C21 1.396, H40 1.081
14 C -0.64724 1.93773 -4.86041  C7 1.416, C22 1.417, H41 1.117
15 C -2.78054 2.73303 -4.05464  C7 1.376, C23 1.375, H42 1.090
16 C 3.31540 -0.27127 0.22517  C8 1.348, C24 1.421, H43 1.120
17 C 2.40968 -0.73727 2.42417  C9 1.400, C24 1.384, H44 1.098
18 C -2.85782 0.38309 1.20750  C10 1.428, C25 1.401, H45 1.102
19 C -2.20026 2.61021 0.54092  C11 1.366, C25 1.434, H46 1.089
20 C -0.88844 -2.46667 -1.46585  C12 1.398, C26 1.423, H47 1.090
21 C -3.15721 -1.64333 -1.66684  C13 1.396, C26 1.369, H48 1.084
22 C -0.49587 1.26804 -3.62138  C14 1.417, C27 1.399, H49 1.098
23 C -2.64988 2.05377 -2.86682  C15 1.375, C27 1.416, H50 1.115
24 C 2.20219 -0.52364 1.07228  C2 1.462, C16 1.421, C17 1.384
25 C -2.26963 1.20994 0.24109  C18 1.401, C19 1.434, P28 1.857
26 C -1.83318 -1.40356 -1.41236  C20 1.423, C21 1.369, P28 1.867
27 C -1.49438 1.26737 -2.64169  C22 1.399, C23 1.416, P28 1.819
28 P -1.28996 0.35249 -1.08330  C3 1.783, C25 1.857, C26 1.867, C27 1.819
29 H 0.39842 -2.20990 1.31558  O1 1.046
30 H 1.08400 0.85440 -1.08924  C3 1.061
31 H 5.74910 -0.03918 2.37032  C4 1.067
32 H -4.03239 2.69879 3.46746  C5 1.125
33 H -3.20625 -4.92553 -1.91384  C6 1.046
34 H -1.94790 3.17432 -6.01681  C7 1.088
35 H 5.40693 -0.00340 0.11505  C8 1.024
36 H 3.86043 -0.79861 4.03221  C9 1.117
37 H -4.13607 0.31106 2.97654  C10 1.080
38 H -2.92574 4.19139 1.74610  C11 1.051
39 H -0.51401 -4.48137 -1.85708  C12 1.070
40 H -4.75162 -3.04699 -2.06004  C13 1.081
41 H 0.11869 1.82949 -5.66627  C14 1.117
42 H -3.65371 3.35091 -4.26590  C15 1.090
43 H 3.22119 -0.01523 -0.86113  C16 1.120
44 H 1.53422 -1.10581 2.97461  C17 1.098
45 H -2.89830 -0.71851 1.19428  C18 1.102
46 H -1.54714 3.22912 -0.07286  C19 1.089
47 H 0.17689 -2.23409 -1.45539  C20 1.090
48 H -3.87856 -0.83536 -1.69957  C21 1.084
49 H 0.38713 0.61872 -3.55075  C22 1.098
50 H -3.38787 2.22250 -2.04868  C23 1.115
51 O 6.30770 -0.48762 5.21228  H52 1.012, H53 1.012
52 H 5.94767 -1.28463 4.70345  O51 1.012
53 H 6.11728 0.34490 4.66969  O51 1.012
54 O 7.46885 2.12669 3.50414  H55 1.012, H56 1.012
55 H 7.42759 2.69091 2.66526  O54 1.012
56 H 6.56053 2.15641 3.94893  O54 1.012
57 O 0.62091 -3.65534 1.74218  H58 1.012, H59 1.012
58 H -0.20866 -3.93613 2.24886  O57 1.012
59 H 0.83971 -4.37919 1.06992  O57 1.012
60 O -4.59862 5.84958 0.25059  H61 1.012, H62 1.012
61 H -5.45852 6.38027 0.19856  O60 1.012
62 H -3.84196 6.44407 -0.06217  O60 1.012
63 O 2.16930 -1.64831 6.05582  H64 1.012, H65 1.012
64 H 2.19676 -0.63710 6.03456  O63 1.012
65 H 1.19973 -1.93689 6.07649  O63 1.012
66 O 5.10320 -3.12086 4.54992  H67 1.012, H68 1.012
67 H 4.67646 -3.69027 3.83060  O66 1.012
68 H 4.62081 -3.29987 5.42113  O66 1.012
69 O -3.21527 -3.35838 1.71608  H70 1.012, H71 1.012
70 H -3.24796 -3.19548 0.71801  O69 1.012
71 H -3.89348 -2.75060 2.15699  O69 1.012
72 O 7.41540 -1.79793 0.15552  H73 1.012, H74 1.012
73 H 7.84575 -1.07349 0.71565  O72 1.012
74 H 7.31767 -1.44948 -0.78936  O72 1.012
75 O 2.13955 1.29368 -7.03216  H76 1.012, H77 1.012
76 H 1.63805 0.46071 -7.31219  O75 1.012
77 H 2.36628 1.20969 -6.04966  O75 1.012
78 O 1.43207 -5.41744 -0.24922  H79 1.012, H80 1.012
79 H 2.04434 -5.82249 -0.94551  O78 1.012
80 H 0.70622 -6.09004 -0.03825  O78 1.012
81 O -7.21926 -3.93979 -2.96573  H82 1.012, H83 1.012
82 H -6.60868 -4.24583 -3.71225  O81 1.012
83 H -7.58574 -4.76086 -2.50173  O81 1.012
84 O -1.96018 6.17616 3.71761  H85 1.012, H86 1.012
85 H -2.48279 6.99527 3.43531  O84 1.012
86 H -2.36023 5.82868 4.57957  O84 1.012
87 O 4.65764 1.32661 -2.39825  H88 1.012, H89 1.012
88 H 5.34598 0.58692 -2.34531  O87 1.012
89 H 5.05937 2.16076 -1.99012  O87 1.012
90 O 8.58204 0.30962 1.73682  H91 1.012, H92 1.012
91 H 9.55452 0.09606 1.55670  O90 1.012
92 H 8.54443 1.10576 2.36013  O90 1.012
93 O -6.15793 1.35625 -2.12059  H94 1.012, H95 1.012
94 H -6.18472 0.75099 -2.93096  O93 1.012
95 H -6.82812 2.10111 -2.26127  O93 1.012
96 O -6.88774 1.45256 2.69448  H97 1.012, H98 1.012
97 H -6.88225 2.21925 3.35472  O96 1.012
98 H -6.60601 1.81211 1.79165  O96 1.012
99 O -3.49090 -0.45011 -4.50352  H100 1.012, H101 1.012
100 H -2.70683 0.18843 -4.46792  O99 1.012
101 H -3.13738 -1.37104 -4.72860  O99 1.012
102 O 3.09933 0.52119 -4.54979  H103 1.012, H104 1.012
103 H 3.67211 0.84347 -3.78049  O102 1.012
104 H 2.51247 -0.23080 -4.21233  O102 1.012
105 O 1.99370 -1.77581 -3.50692  H106 1.012, H107 1.012
106 H 2.29888 -2.35180 -2.73306  O105 1.012
107 H 1.43408 -2.34905 -4.12496  O105 1.012
108 O -4.65790 3.37823 5.72880  H109 1.012, H110 1.012
109 H -4.18374 4.25069 5.92308  O108 1.012
110 H -5.58973 3.59280 5.39803  O108 1.012



No. 2
5 unconnected molecules or ions with the total composition C26H64N3O15P2S4 in a non-equilibrium geometry, computed with ωB97M-V/def2-TZVPD.

- E_HOMO: -4.48 eV
- Electronic energy: -4597.2820 Eh
- Energy relative to the best compared isomer or geometry (same formula, charge and spin): 0.00 kJ/mol
- Net charge: -1

Each atom is followed by the atoms it is bonded to, with distances in Å.
CARTESIAN COORDINATES (ANGSTROEM)
1 C 2.67670 -0.18078 -3.23880  C2 1.211, H23 1.063
2 C 3.18544 -0.50316 -2.18804  C1 1.211, P3 1.901
3 P 3.77564 -0.97083 -0.44216  C2 1.901, C4 1.912, N5 1.811, C6 1.906, O8 1.753, O22 1.777
4 C 4.43529 -1.33775 1.31435  P3 1.912, H24 1.089, H25 1.090, H26 1.088
5 N 5.40789 -0.28996 -0.83077  P3 1.811, H27 1.016, H28 1.016
6 C 4.21802 -2.71299 -1.07687  P3 1.906, N7 1.480, H29 1.094, H30 1.089
7 N 5.05990 -2.71032 -2.29362  C6 1.480, H31 1.016, H32 1.016
8 O 2.16254 -1.55366 -0.08108  P3 1.753, C9 1.385
9 C 1.20980 -0.54955 -0.12678  O8 1.385, C10 1.532, C13 1.551, H33 1.102
10 C -0.10174 -1.10411 0.43732  C9 1.532, N11 1.467, H34 1.091, H35 1.091
11 N -1.30536 -0.30852 0.16953  C10 1.467, C12 1.463, H36 1.007
12 C -1.82136 -0.42335 -1.19443  N11 1.463, H37 1.088, H38 1.093, H39 1.096
13 C 1.86941 0.68580 0.53986  C9 1.551, C14 1.544, P19 1.874, O22 1.412
14 C 1.31646 1.99755 -0.05910  C13 1.544, O15 1.419, H40 1.094, H41 1.091
15 O 1.49691 3.12110 0.78845  C14 1.419, C16 1.417
16 C 2.58598 3.94491 0.40882  O15 1.417, C17 1.543, H42 1.090, H43 1.092
17 C 2.16213 5.06671 -0.56258  C16 1.543, C18 1.535, H44 1.087, H45 1.089
18 C 2.50725 6.46702 -0.03645  C17 1.535, H46 1.087, H47 1.090, H48 1.089
19 P 1.71840 0.55203 2.40317  C13 1.874, C20 1.846, C21 1.834
20 C 0.19537 1.46911 2.90124  P19 1.846, H49 1.088, H50 1.088, H51 1.088
21 C 3.02624 1.58682 3.16719  P19 1.834, H52 1.091, H53 1.092, H54 1.085
22 O 3.21203 0.62282 0.10678  P3 1.777, C13 1.412
23 H 2.32929 -0.14060 -4.24297  C1 1.063
24 H 5.30187 -1.99667 1.28522  C4 1.089
25 H 3.65936 -1.77320 1.94454  C4 1.090
26 H 4.78695 -0.40322 1.74725  C4 1.088
27 H 5.48824 0.58469 -0.32056  N5 1.016
28 H 5.41122 -0.00757 -1.80647  N5 1.016
29 H 4.65669 -3.30410 -0.26763  C6 1.094
30 H 3.27266 -3.18714 -1.33834  C6 1.089
31 H 5.98256 -2.38392 -2.01960  N7 1.016
32 H 5.19759 -3.67537 -2.57962  N7 1.016
33 H 0.96582 -0.20931 -1.14644  C9 1.102
34 H -0.24690 -2.06038 -0.06786  C10 1.091
35 H -0.02635 -1.33406 1.50064  C10 1.091
36 H -1.14347 0.66066 0.38970  N11 1.007
37 H -1.35926 -1.25521 -1.72170  C12 1.088
38 H -2.90830 -0.53681 -1.17879  C12 1.093
39 H -1.60677 0.47415 -1.78492  C12 1.096
40 H 0.25410 1.92115 -0.31095  C14 1.094
41 H 1.84908 2.12609 -1.00274  C14 1.091
42 H 3.37819 3.33461 -0.02553  C16 1.090
43 H 2.97864 4.37979 1.33014  C16 1.092
44 H 1.09055 5.00044 -0.73237  C17 1.087
45 H 2.67793 4.89009 -1.50569  C17 1.089
46 H 3.53958 6.72767 -0.25643  C18 1.087
47 H 1.85178 7.21086 -0.48879  C18 1.090
48 H 2.33829 6.51624 1.03816  C18 1.089
49 H -0.53572 1.54731 2.09943  C20 1.088
50 H 0.40914 2.48685 3.22202  C20 1.088
51 H -0.25818 0.89031 3.70276  C20 1.088
52 H 2.99410 2.63723 2.87416  C21 1.091
53 H 2.83271 1.54719 4.24156  C21 1.092
54 H 4.01236 1.16813 2.99829  C21 1.085
55 O 1.48255 0.47701 -6.59083  S56 1.429
56 S 0.25787 0.34709 -7.31585  O55 1.429, O57 1.432, O58 1.596, C61 1.756
57 O 0.16474 -0.57154 -8.41055  S56 1.432
58 O -0.20708 1.79352 -7.80301  S56 1.596, C59 1.442
59 C 0.74347 2.57806 -8.55064  O58 1.442, C60 1.515, H62 1.091, H63 1.088
60 C 0.91918 2.09483 -9.97616  C59 1.515, H64 1.088, H65 1.091, H66 1.090
61 C -1.04454 0.04823 -6.17610  S56 1.756, H67 1.087, H68 1.088, H69 1.087
62 H 1.69295 2.59833 -8.01315  C59 1.091
63 H 0.33606 3.58726 -8.53933  C59 1.088
64 H 1.37374 1.10633 -10.00872  C60 1.088
65 H 1.56262 2.78629 -10.52158  C60 1.091
66 H -0.04503 2.03356 -10.48115  C60 1.090
67 H -0.96596 0.76941 -5.36714  C61 1.087
68 H -0.90561 -0.96279 -5.80027  C61 1.088
69 H -1.99977 0.12455 -6.68821  C61 1.087
70 O -3.39821 2.35452 3.69745  S71 1.431
71 S -4.07370 1.19067 4.18449  O70 1.431, O72 1.434, O73 1.599, C76 1.757
72 O -5.48940 1.05628 3.99991  S71 1.434
73 O -3.73767 1.02683 5.73903  S71 1.599, C74 1.439
74 C -3.97386 2.16095 6.59208  O73 1.439, C75 1.516, H77 1.092, H78 1.089
75 C -5.44415 2.39030 6.88117  C74 1.516, H79 1.089, H80 1.091, H81 1.090
76 C -3.28264 -0.27119 3.61549  S71 1.757, H82 1.086, H83 1.089, H84 1.086
77 H -3.50873 3.04487 6.15181  C74 1.092
78 H -3.43861 1.93040 7.51194  C74 1.089
79 H -5.98740 2.67263 5.98117  C75 1.089
80 H -5.55501 3.19030 7.61461  C75 1.091
81 H -5.90262 1.48256 7.27384  C75 1.090
82 H -2.21331 -0.19290 3.78960  C76 1.086
83 H -3.48365 -0.34400 2.54791  C76 1.089
84 H -3.70086 -1.12563 4.14031  C76 1.086
85 O 0.93644 -1.18238 5.11839  S86 1.425
86 S 0.23304 -2.32927 5.58769  O85 1.425, O87 1.434, O88 1.598, C91 1.757
87 O -1.17980 -2.44815 5.37174  S86 1.434
88 O 0.53730 -2.51925 7.14478  S86 1.598, C89 1.442
89 C 0.29442 -1.38232 7.99747  O88 1.442, C90 1.516, H92 1.092, H93 1.089
90 C -1.18000 -1.12496 8.24111  C89 1.516, H94 1.089, H95 1.091, H96 1.090
91 C 1.02316 -3.78754 5.00706  S86 1.757, H97 1.086, H98 1.088, H99 1.087
92 H 0.78791 -0.50563 7.57408  C89 1.092
93 H 0.79790 -1.62625 8.93121  C89 1.089
94 H -1.69097 -0.82627 7.32663  C90 1.089
95 H -1.29620 -0.32578 8.97470  C90 1.091
96 H -1.66927 -2.02426 8.61592  C90 1.090
97 H 2.09026 -3.70602 5.19226  C91 1.086
98 H 0.82734 -3.83814 3.93778  C91 1.088
99 H 0.59367 -4.64659 5.51565  C91 1.087
100 O -3.63685 -2.22752 -6.00716  S101 1.432
101 S -4.18409 -3.45637 -5.51686  O100 1.432, O102 1.431, O103 1.587, C106 1.759
102 O -5.59654 -3.57772 -5.32197  S101 1.431
103 O -3.41794 -3.85651 -4.18546  S101 1.587, C104 1.449
104 C -3.33559 -2.87483 -3.12231  O103 1.449, C105 1.514, H107 1.091, H108 1.088
105 C -4.64050 -2.70318 -2.37449  C104 1.514, H109 1.089, H110 1.090, H111 1.090
106 C -3.62182 -4.79663 -6.50794  S101 1.759, H112 1.086, H113 1.088, H114 1.086
107 H -2.97966 -1.92974 -3.53483  C104 1.091
108 H -2.56224 -3.25517 -2.45896  C104 1.088
109 H -5.41365 -2.27414 -3.01015  C105 1.089
110 H -4.48752 -2.03870 -1.52406  C105 1.090
111 H -5.00356 -3.66501 -2.01221  C105 1.090
112 H -2.54653 -4.71275 -6.63741  C106 1.086
113 H -4.13061 -4.71223 -7.46553  C106 1.088
114 H -3.89020 -5.72823 -6.01772  C106 1.086